Entry 1:
Molecular formula: C27H37N5O3P2PdS
Method: DFT, ωB97M-V/def2-TZVPD

Structure (XYZ):
```
76
Properties=species:S:1:pos:R:3:forces:R:3
Pd -1.79477 -0.09293 -0.68940 -0.281 0.044 0.098
C 0.12567 -0.76803 5.94144 -0.002 -0.003 -0.014
C 0.50804 -0.51491 4.51148 -0.003 -0.033 0.015
C 1.50991 -1.25694 3.88824 0.007 0.008 -0.013
C 1.87508 -0.99726 2.58119 -0.011 -0.028 0.096
C 1.23044 -0.01129 1.82748 0.047 -0.028 0.012
N 1.67316 0.20091 0.50972 -0.339 0.001 0.035
C 2.88106 0.58211 0.35590 0.266 0.018 -0.146
C 3.71335 1.03464 1.47640 0.086 0.143 0.061
C 5.01821 1.28456 1.33773 0.037 0.006 -0.021
C 5.66385 1.10128 0.05879 -0.016 0.026 0.044
C 7.11365 1.40182 -0.05467 -0.005 -0.006 -0.009
C 4.93429 0.72615 -1.04226 0.002 -0.020 -0.021
C 3.55005 0.51016 -0.98688 0.005 -0.176 0.007
N 2.89830 0.15041 -2.10415 -0.039 0.283 -0.054
C 3.46578 -0.15166 -3.35507 0.018 -0.119 0.038
C 2.45570 -0.20552 -4.23478 -0.033 -0.058 0.017
C 1.26987 0.09282 -3.46909 -0.047 0.001 -0.005
N 1.52653 0.29028 -2.21408 0.013 -0.005 0.071
C 0.17142 0.68355 2.41407 -0.086 -0.026 0.049
C -0.14283 0.44802 3.75032 -0.050 -0.028 -0.049
N -0.56519 1.70638 1.74672 0.097 -0.062 0.069
C -0.75378 2.96490 2.21282 0.039 0.060 0.009
C -1.73626 3.55299 1.46092 0.025 -0.037 -0.017
C -2.12050 2.56611 0.54363 0.062 0.099 0.010
N -1.42110 1.45520 0.73078 -0.013 -0.039 -0.229
H 1.00994 -0.90683 6.56228 0.001 0.001 -0.001
H -0.47379 -1.67659 6.02340 0.001 -0.002 0.000
H -0.45581 0.05558 6.35137 0.000 -0.001 -0.004
H 2.02765 -2.03165 4.44013 0.007 0.003 0.002
H 2.66971 -1.56629 2.11479 -0.007 -0.007 0.001
H 3.21475 1.20016 2.42243 0.057 0.029 -0.076
H 5.60726 1.64622 2.17014 0.010 -0.002 -0.005
H 7.64847 1.09872 0.84505 0.001 -0.014 -0.004
H 7.23744 2.48692 -0.14451 0.001 0.003 0.023
H 7.56458 0.93892 -0.92898 -0.003 0.014 -0.008
H 5.44485 0.65849 -1.99050 -0.006 -0.004 0.010
H 4.51242 -0.36322 -3.47515 0.000 0.048 -0.009
H 2.51391 -0.44546 -5.28237 0.014 0.026 -0.006
H 0.25106 0.17817 -3.82156 -0.035 0.004 0.004
H -0.93391 1.03756 4.19961 0.011 0.018 -0.002
H -0.16563 3.33746 3.03480 0.000 -0.007 0.005
H -2.11709 4.55485 1.54700 0.000 -0.001 0.007
H -2.84452 2.61386 -0.25744 -0.010 -0.019 0.020
C -1.25768 -2.57841 1.50276 -0.033 0.016 0.100
P -2.55004 -1.46757 0.88855 0.053 -0.080 0.001
C -3.27074 -0.70401 2.35593 -0.006 0.032 -0.016
C -3.84341 -2.54562 0.21025 0.048 -0.060 -0.046
C -3.31506 -3.08259 -1.11508 -0.020 0.054 -0.013
P -2.75117 -1.65241 -2.12420 0.187 0.098 0.036
C -4.27924 -1.13086 -2.93780 -0.007 0.012 0.065
C -1.73325 -2.39555 -3.42091 0.010 0.034 -0.004
H -0.72107 -3.03950 0.67509 -0.017 -0.011 -0.012
H -1.69638 -3.35457 2.13230 0.001 -0.005 0.004
H -0.54601 -2.00088 2.09459 -0.044 -0.049 -0.028
H -3.74690 -1.47889 2.95929 -0.002 0.009 0.013
H -4.01553 0.03701 2.06780 -0.001 0.000 -0.010
H -2.49494 -0.22057 2.94615 -0.036 0.004 -0.029
H -4.73562 -1.93518 0.04980 -0.009 -0.001 0.034
H -4.09744 -3.32868 0.92730 0.004 -0.026 -0.033
H -4.08693 -3.61650 -1.67094 0.019 -0.032 -0.002
H -2.48147 -3.77236 -0.96724 0.018 0.022 0.031
H -4.69037 -2.01048 -3.43654 -0.038 0.005 -0.011
H -4.06655 -0.35030 -3.66105 -0.010 -0.037 0.006
H -4.99487 -0.74498 -2.21261 0.024 -0.012 0.010
H -2.20857 -3.32249 -3.74744 0.012 0.011 -0.014
H -0.73060 -2.61408 -3.05566 -0.010 -0.013 0.037
H -1.67559 -1.70369 -4.25765 0.019 0.056 -0.003
C -1.76500 3.23549 -3.77722 -0.007 -0.015 0.045
S -2.19484 1.67602 -3.07286 -0.135 0.209 -0.326
O -2.10564 0.67616 -4.12567 0.050 0.013 0.004
O -1.13434 1.42870 -2.03973 0.004 -0.337 0.111
O -3.49677 1.80828 -2.44652 0.102 -0.006 0.033
H -0.88193 3.11936 -4.40031 0.013 -0.022 0.034
H -1.58109 3.94033 -2.97051 -0.029 0.023 -0.002
H -2.61213 3.55825 -4.37760 0.014 -0.003 -0.027
```
Forces are in eV/Å.

Values from the calculation:
LUMO energy (alpha / beta)   -0.295 / -0.295 Eh
Total charge   +2
Largest force on an atom   0.41 eV/A
Electronic energy   -2758.84725 a.u.

Entry 2:
Molecular formula: C4H21N3O6
Method: DFT, ωB97M-V/def2-TZVPD

Structure (XYZ):
```
34
Properties=species:S:1:pos:R:3:forces:R:3
C -0.49451 0.63305 -2.30884 -1.892 1.365 1.132
C 0.31318 0.92846 -0.99101 0.379 -1.027 0.640
N 1.79402 1.00862 -0.99811 -0.265 1.106 -2.006
C -0.13186 -0.29068 -0.09264 1.584 -1.762 1.141
O 0.51343 -1.32281 0.21196 0.490 2.164 -1.657
N -1.37015 -0.20887 0.46166 -1.301 -0.735 -1.649
C -1.52368 0.85692 1.37549 0.079 1.008 1.959
N -0.55078 0.81621 2.49232 -4.003 1.434 -0.776
H -1.54165 0.63600 -1.88011 1.335 0.021 -0.914
H -0.51185 1.44126 -3.03974 0.424 0.299 0.193
H -0.43664 -0.26196 -2.89324 0.924 -0.898 0.144
H -0.27670 1.82031 -0.50319 1.740 -1.265 -1.074
H 2.29256 1.82020 -1.52812 -1.671 -2.438 1.331
H 2.38391 0.24823 -0.59606 -1.230 1.157 -0.686
H -1.76981 -1.13928 0.71189 0.946 1.002 0.368
H -1.50075 1.83583 0.82072 -0.263 -0.871 0.846
H -2.46653 0.67443 1.89831 -0.198 0.643 -0.461
H -0.95631 0.62094 3.37399 0.220 -0.371 0.539
H 0.36559 0.65619 2.33026 3.139 -0.656 -0.478
O -1.25085 -2.59241 1.82279 1.754 0.537 -0.048
H -1.51884 -3.48673 1.64898 0.041 -0.643 -0.174
H -0.29719 -2.46031 1.47584 -2.137 -0.175 0.372
O 3.54588 -0.32878 0.63728 0.913 -1.322 0.434
H 3.83292 -1.28211 0.59547 -0.345 1.605 0.459
H 3.86316 0.08973 1.45990 0.183 -0.901 -0.574
O -0.56335 -3.02998 -1.56111 -2.163 -2.032 1.354
H 0.12109 -3.50563 -1.09875 0.458 0.199 -0.009
H -0.19419 -2.45354 -2.16839 1.489 1.611 -1.611
O 2.59971 2.27887 1.11075 -2.173 0.521 6.069
H 3.11017 2.03424 0.43355 2.766 -1.199 -4.451
H 2.69085 1.47465 1.68853 -0.685 1.546 -0.612
O -3.50909 1.15397 -1.45034 -1.035 1.426 -0.502
H -3.14284 0.39094 -1.06571 0.728 -1.587 1.430
H -3.41888 0.94403 -2.37434 -0.229 0.239 -0.730
```
Forces are in eV/Å.

Values from the calculation:
SMILES   C[C@H](N)C(=O)NCN.O.O.O.O.O
LUMO energy   0.006 Eh
Total charge   0
Largest force on an atom   6.47 eV/A
Electronic energy   -780.60656 a.u.

Entry 3:
Molecular formula: C32H33N3O7P2SSeTc
Method: DFT, ωB97M-V/def2-TZVPD

Structure (XYZ):
```
80
Properties=species:S:1:pos:R:3:forces:R:3
Tc -0.54636 0.79471 2.00066 0.026 0.002 -0.002
N -0.39204 -1.38942 2.05782 -0.009 0.062 0.011
C -1.59576 -2.14942 2.19666 -0.010 0.008 0.010
C -1.71508 -3.08112 3.21563 0.006 -0.008 0.003
C -2.91124 -3.75271 3.40186 -0.008 0.001 -0.001
C -3.98721 -3.47801 2.57003 0.008 -0.006 0.006
C -3.85323 -2.55128 1.55010 -0.013 0.006 -0.011
C -2.65051 -1.87845 1.33500 0.004 -0.002 -0.002
C -2.48194 -0.90522 0.23162 0.014 0.033 -0.008
C -3.21023 -1.13805 -0.93690 -0.018 -0.007 -0.015
C -3.17832 -0.25736 -2.00391 0.010 0.003 -0.007
C -2.39167 0.87626 -1.91475 -0.002 -0.021 0.017
C -1.62469 1.09380 -0.77823 -0.026 -0.055 0.008
C -1.63683 0.22298 0.31574 -0.003 0.001 -0.086
H 0.24992 -1.64335 2.80246 0.007 0.009 0.008
H 0.11796 -1.56181 1.16855 0.011 -0.023 -0.021
H -0.87463 -3.26287 3.87564 0.001 0.001 0.000
H -3.00731 -4.47171 4.20423 0.000 0.001 0.002
H -4.93511 -3.97600 2.72387 -0.001 0.000 -0.001
H -4.70569 -2.32114 0.92477 0.002 -0.002 0.006
H -3.80894 -2.03737 -1.01184 0.005 0.009 -0.003
H -3.75847 -0.46220 -2.89508 0.000 -0.003 0.001
H -2.34907 1.58561 -2.73199 -0.004 0.001 0.000
H -0.98499 1.95776 -0.76135 0.012 0.011 0.007
C -0.43584 4.71763 -0.15205 0.006 -0.001 0.000
C 0.69404 4.38618 0.80602 0.000 0.002 -0.001
O 1.56827 5.51234 0.89636 -0.004 -0.001 0.000
P 0.07038 4.00437 2.46845 -0.007 0.003 -0.003
O 1.34275 3.85653 3.37126 0.018 -0.003 -0.003
O -0.73531 5.21548 3.06230 0.022 0.014 -0.007
O -0.84564 2.81739 2.40708 0.029 -0.015 0.007
P 1.67628 2.88098 0.38907 0.042 0.012 0.013
O 2.11419 3.06058 -1.13721 0.005 0.005 -0.008
O 2.85083 2.98019 1.31796 -0.003 0.008 -0.016
O 0.74734 1.69698 0.43246 -0.057 -0.035 0.026
H -0.86472 5.68381 0.11459 -0.006 0.000 0.003
H -1.22220 3.96540 -0.10788 -0.004 0.001 -0.002
H -0.04826 4.77377 -1.16886 -0.001 0.002 0.000
H 2.42248 5.18743 1.21939 -0.003 0.000 0.001
H 2.08515 3.42937 2.85347 -0.019 0.013 0.011
H -0.17863 5.92007 3.41818 -0.010 -0.006 0.001
H 3.01037 3.41105 -1.20661 -0.005 -0.006 0.007
C -1.24169 -3.10072 -3.90682 -0.001 -0.003 -0.003
C -0.04424 -2.43929 -4.58928 -0.002 -0.002 0.005
C -0.56219 -1.29488 -5.47206 0.004 0.000 -0.002
C 0.64959 -3.49130 -5.46480 -0.002 0.000 0.004
C 0.94698 -1.86726 -3.57688 -0.001 0.009 0.001
C 2.15605 -1.30690 -4.03889 -0.002 -0.003 -0.003
C 3.08371 -0.74166 -3.19185 0.010 -0.005 -0.004
C 2.80168 -0.72174 -1.82801 -0.003 -0.004 0.005
S 3.69687 -0.04787 -0.50767 -0.011 0.011 -0.001
C 2.42223 -0.53635 0.57756 -0.023 -0.014 -0.008
N 1.44551 -1.17013 0.02000 0.026 0.012 0.000
C 1.61448 -1.27286 -1.34763 -0.002 0.003 -0.003
C 0.68684 -1.84462 -2.22078 0.006 -0.002 0.001
C 2.47626 -0.14996 2.00297 0.034 -0.012 0.010
C 3.69594 -0.23188 2.67275 -0.003 -0.003 0.012
C 3.81743 0.17745 3.99048 -0.004 -0.004 -0.023
C 2.70908 0.67869 4.65293 -0.011 0.001 0.000
C 1.48479 0.76127 3.99848 0.007 0.011 0.024
C 1.35662 0.37143 2.66746 -0.038 -0.003 0.000
H -1.91129 -3.50816 -4.66657 0.000 -0.001 0.000
H -1.80956 -2.38583 -3.30958 -0.002 0.002 0.003
H -0.93107 -3.92270 -3.25842 0.001 0.000 -0.001
H -1.27350 -1.67733 -6.20765 0.000 0.000 0.000
H 0.25064 -0.80525 -6.01059 -0.002 -0.001 0.000
H -1.06595 -0.54120 -4.86325 -0.001 0.000 0.002
H -0.06160 -3.90553 -6.18256 0.000 0.000 0.001
H 1.03480 -4.30983 -4.85394 -0.001 0.001 0.000
H 1.48215 -3.07056 -6.02886 0.003 0.002 -0.001
H 2.36744 -1.30826 -5.10042 0.002 -0.002 -0.002
H 3.99869 -0.31578 -3.58206 -0.002 0.001 0.000
H -0.23082 -2.23899 -1.80488 0.002 0.003 -0.002
H 4.55957 -0.62499 2.14920 0.000 0.001 -0.003
H 4.77147 0.10333 4.49489 0.001 0.000 -0.001
H 2.78497 1.00669 5.68177 -0.002 0.000 0.001
H 0.63589 1.16563 4.54284 0.006 -0.002 -0.003
Se -2.30626 0.40661 3.66958 0.000 -0.022 0.061
C -1.89997 1.79445 4.82688 -0.004 0.056 -0.068
N -1.61158 2.65308 5.54109 -0.001 -0.046 0.053
```
Forces are in eV/Å.

Values from the calculation:
LUMO energy (alpha / beta)   -0.016 / -0.030 Eh
Total charge   0
Largest force on an atom   0.09 eV/A
Electronic energy   -5493.57292 a.u.
2S+1   2

Entry 4:
Molecular formula: H25O12
Method: DFT, ωB97M-V/def2-TZVPD

Structure (XYZ):
```
37
Properties=species:S:1:pos:R:3:forces:R:3
O 0.94526 0.03402 1.29157 -1.428 2.471 3.696
H 1.01878 -0.11390 0.35375 -0.258 -0.221 -1.760
H 1.72835 0.81102 1.73880 -2.014 -1.688 -0.272
O 1.75560 1.14580 -3.11864 -0.931 6.058 -1.321
H 1.76921 2.27989 -3.17795 0.748 -5.243 0.279
H -0.21617 -4.03720 2.19568 1.941 -0.543 2.362
O -1.26780 3.13864 -3.36344 0.499 -3.426 0.075
H 0.17544 -3.55699 -1.69785 -1.447 2.427 -1.724
O -2.18514 -1.21094 3.49836 3.918 -7.646 1.410
H -0.62445 3.82648 -3.20027 0.523 -0.107 0.047
H -2.99380 -1.34501 3.77455 -6.325 0.137 1.738
O -1.37118 1.77316 2.45774 7.617 1.306 -5.612
H -1.85932 1.65787 1.68947 -2.302 -0.073 -2.152
H -1.76138 1.62726 3.18702 -4.864 -1.531 8.112
O 2.45558 1.46011 3.03284 -4.011 -0.848 4.262
H 3.24130 1.70112 2.66432 3.543 1.282 -1.061
H 2.41648 1.65169 4.06737 0.258 -0.676 -3.581
O -0.82842 -3.69541 1.61769 -1.627 -0.977 -3.540
H 0.17708 -1.24371 -1.72020 2.542 2.387 0.283
H 2.48715 1.22738 -0.22141 -0.468 -0.401 -0.840
O 0.86134 -0.41133 -1.65925 -4.420 -2.419 -0.379
H 0.38771 0.19522 -2.32587 1.679 -1.069 1.537
H 2.56907 0.76878 -2.79342 0.595 0.350 0.073
O 0.49946 -4.24477 -1.20192 0.137 -3.144 2.623
H -0.07599 0.27389 1.58913 3.364 -0.170 -0.855
H -0.26920 -4.58679 -0.66093 1.302 0.778 -0.834
O -0.96191 -2.32323 -3.15501 0.364 -0.484 2.925
H -0.46945 -2.86882 -3.74084 0.162 -0.070 -1.450
H -1.46560 -1.60415 -3.47432 -0.511 0.579 -1.451
O 2.80178 1.73409 0.51758 2.652 0.964 -0.982
H -1.81531 -0.53369 3.15379 2.434 7.496 -3.239
H 3.71614 2.01310 0.16164 -1.941 -0.450 1.106
O -2.70888 1.57907 0.30029 -0.399 -1.368 2.294
H -1.19918 -2.87248 1.82747 -0.435 1.493 1.256
H -3.64557 1.66830 0.26356 -1.344 -0.052 0.403
H -0.82068 2.18821 -3.35876 -1.017 3.506 -0.083
H -2.46629 1.89333 -0.51252 1.466 1.370 -3.348
```
Forces are in eV/Å.

Values from the calculation:
LUMO energy   -0.120 Eh
Total charge   +1
Largest force on an atom   9.58 eV/A
Electronic energy   -917.44060 a.u.